A cluster of 16 separate species, C96H192F24N8O16 in total in a non-equilibrium geometry. Source: OMol25; level of theory: wB97M-V/def2-TZVPD.

```
! wB97M-V def2-TZVPD RIJCOSX def2/J DEFGRID3
* xyz 0 1
C 2.17007 -1.18992 4.55164
C 5.77913 2.13424 3.10464
H -4.12762 -3.44988 3.83669
H 0.93221 -0.44398 -1.10739
H 0.73661 5.33070 4.78366
H 1.48268 -8.36302 1.96569
H -1.44046 -4.58197 2.22095
H 6.85387 0.40170 -1.87548
H 3.21154 2.97304 5.87607
C -0.09804 6.12870 -1.90726
H 3.68841 1.04366 -9.42904
H 4.40870 6.12485 -6.81809
H 2.65832 4.73761 -2.48413
H -0.74821 1.38300 4.63973
O -4.40586 -0.42880 -3.08550
C 4.09391 4.34569 -0.76259
C -0.79709 -1.64936 4.13782
H -3.62074 5.27512 -4.18950
H -1.05199 8.15084 -3.46280
H -4.97273 -6.02916 2.47450
C -1.45397 -2.55768 -4.89628
H 3.20875 -1.72230 -5.90927
H 6.37073 4.70558 -2.72732
H -5.55376 -2.32196 1.88730
H -4.49536 4.85207 0.72509
H -4.77558 -6.36117 -3.33080
H 1.65375 1.10786 -5.28447
C 3.03206 1.89808 5.66619
O 0.78221 6.58203 -2.76850
C -2.82225 4.59475 -3.84399
H -1.34168 -1.34512 -1.40756
O -4.69430 2.17088 3.71359
O -6.31046 0.62169 4.46349
H 5.47141 -0.17025 -5.98803
H -6.27706 -0.07729 -3.75155
C -2.45829 4.16832 3.83492
C -2.88104 -0.45655 -0.14144
H -7.51287 -0.32169 -2.26812
O 6.96060 2.41597 -2.05550
F -5.42534 -7.51375 0.54444
H -0.29712 4.98937 -2.00375
O 4.24549 1.47006 4.86974
H -3.53820 -3.48667 1.38449
C 3.84685 1.19675 -8.38293
H 7.03908 -2.91020 6.11598
C 2.35461 -1.73602 2.15810
N -3.48128 3.32837 -3.33759
C 8.00011 1.24229 -0.25413
H 3.04907 -5.82867 1.65053
H -7.36046 -1.77333 3.44460
H -8.50116 -3.75744 4.33443
H 3.92758 3.01817 3.64316
C 6.88501 1.31992 -1.22284
C 7.64890 -3.81432 3.80100
H -5.69646 -1.82063 -1.51639
C 3.67156 -0.20486 0.68435
H 4.29198 4.51147 -6.52970
C -7.03308 -6.39403 -0.89906
C 3.40568 5.59486 -4.93729
C -4.06985 3.41245 -1.98530
F -6.21693 -1.18471 -6.16942
N 1.49434 -1.80117 3.40592
H -1.20414 3.49729 6.20353
F -0.67217 5.83729 0.31247
H -2.70215 -4.65068 3.60294
C 5.25382 0.92922 -7.77756
H -2.33789 5.06615 -3.01831
C 8.80585 2.98675 -3.48623
H -5.07153 -4.98104 -0.96530
F 3.75076 -4.51342 -0.53648
C 6.93129 -4.38615 2.57582
H -10.10431 -7.08590 -0.98777
H 2.08303 -0.10879 4.50522
H 7.32878 -4.45281 4.63185
H -7.85726 0.23451 6.17882
H -2.95669 3.66034 3.08459
C 6.42865 -0.58516 7.40368
F 9.61596 2.59796 -2.39884
H -3.37212 -1.27658 0.28591
H 3.40335 -3.15057 -3.77056
O -8.19990 -6.80704 -1.55967
O 1.05372 -4.58244 0.75258
H -0.08127 -1.56021 2.07189
C 0.36841 6.19852 -0.43235
C 1.96909 -7.45378 2.38924
H 3.08682 -0.70792 -7.89879
C 2.49808 -4.71156 -1.12327
H -4.98399 2.00800 -3.97223
N -2.58477 -3.87666 -3.02061
C -1.40084 8.07085 -2.41829
H 4.98123 -2.96391 4.65601
C -2.23501 -2.53801 -3.57242
C -2.42032 2.22452 -3.39519
C -0.56007 3.63406 5.36809
H 1.76168 0.19168 1.21183
C -0.22909 3.44925 2.97765
C -3.63966 4.21455 0.51918
H 5.25144 -3.43696 1.66807
H -2.92338 0.42832 0.48655
F -7.13443 -8.70430 -0.15393
C 2.55328 -0.33287 1.72828
H -0.85156 -3.88340 4.15314
C 2.81104 -6.78191 1.33656
H 6.97022 -5.45650 2.58349
H -5.45118 -4.71461 -3.32284
O -0.81296 0.52607 -0.77526
H 5.00045 -2.87591 -4.57333
C -6.88414 0.22275 6.72577
C -6.74126 -7.47992 0.26018
C 4.74564 2.58675 4.15041
C -3.52839 -4.51431 1.65930
H -0.57693 8.58322 -1.81315
H 5.98559 1.79830 -7.91800
H 4.02159 6.99702 -0.96378
H -6.68383 -0.84018 6.84302
N 7.04667 -2.47677 4.04777
H 3.13685 -1.59086 4.52448
H 4.78628 -4.61565 2.93317
H -1.65264 -5.66223 -2.34543
H 7.73157 1.13237 -3.41480
H -2.15857 5.14848 3.55521
C -8.21597 -3.85504 3.28013
H 3.63988 -7.43047 1.13085
C -0.55558 2.40452 1.87581
H -9.00859 -4.18494 2.68908
C -5.45698 -0.75675 -3.81892
C -9.37956 -6.32715 -0.84758
H 6.80002 2.06219 3.57775
C 3.16934 1.21760 6.99473
C 0.00575 5.06413 5.56075
H -2.84946 -5.47945 -4.42743
H 8.27205 -1.81024 5.60063
O 6.54284 2.63788 -4.31196
C -6.40633 -2.97742 1.95456
C 1.12959 1.73177 -1.47240
C -5.84552 1.71188 3.57128
H -0.25136 4.50255 2.65201
H -6.84953 -5.43123 4.11934
O -1.41795 6.71896 -1.97946
H -0.12329 -3.14150 5.55325
O 1.91915 1.59645 5.02642
H 2.11856 -0.68299 -4.95253
C 1.08892 -3.21589 3.69454
H 2.83289 4.71980 -4.57394
H -1.91733 2.08658 -2.44965
H 6.43308 6.39242 -2.06720
H 2.76298 5.40937 -6.99785
O 2.07569 -6.69671 0.09520
O 0.18058 0.14914 -2.94419
H 1.88447 0.57755 -7.56859
H -3.23358 -5.06989 0.76129
H 5.30983 4.95068 -4.44751
H -5.41067 -3.99631 4.91486
H -4.23930 2.98472 -5.37657
H 6.79039 -0.70435 3.08713
C 7.54582 -1.46153 3.08559
H -4.20350 2.36628 -1.59965
C 3.17525 -0.82930 -5.27132
H 2.92162 0.20102 2.60209
H -1.54851 0.50199 2.40427
F -5.88192 1.90222 1.12887
H -1.66278 -3.39769 -5.51479
H -8.60954 -1.60258 -2.64657
F -7.27565 -7.25069 1.46701
H 4.16559 0.76972 0.79183
H 4.99247 -0.45680 -4.16059
N -5.82340 -4.10102 2.78610
N 4.54518 5.70866 -2.68633
O -6.02757 -2.08353 -3.57519
H -2.75362 -3.51014 -0.95594
H -3.08013 5.21935 -1.33311
H -2.66581 1.78744 2.19290
H -6.20133 -6.64991 -1.59058
H 0.23443 1.71345 1.68906
H 8.92918 0.78018 -0.66323
C -7.79084 -1.33188 -2.00875
C -2.74691 8.63688 -2.28545
F 2.09200 -3.44656 -1.41688
H -5.53955 -5.10131 0.93806
H -3.42611 -0.40201 -1.07881
H 0.70681 -5.76323 -0.87899
H 5.16399 6.78816 -4.33591
H -3.16607 8.67180 -1.30349
C 7.21138 -2.03873 5.42766
H 3.67651 -0.54454 -3.15082
C -6.47881 -2.20979 -2.27197
C -1.45911 2.70095 -4.48101
H 1.80237 -3.70574 4.33680
H 5.13966 -1.71487 3.39087
H 8.47288 -0.98106 3.42762
F 1.38010 5.29149 -0.21026
O -7.00325 -5.14934 -0.34334
H 5.93969 1.26534 -0.68350
H 0.36934 -1.50709 -4.29070
H 5.86222 -1.33011 8.03904
H -0.02895 4.65434 7.75780
H -8.99625 -4.26129 -1.07860
H 3.42175 4.96302 -0.17711
N 3.43779 0.36491 -6.12209
H -2.81436 4.64980 1.11333
N -1.21452 3.34331 4.10548
H 3.61767 2.20957 -8.10034
C -3.43345 -3.73054 -1.78496
H 2.82912 6.92868 -2.36654
H -0.82499 5.80956 5.54117
F 2.07876 1.50805 7.72571
H 7.64755 -1.84986 2.11462
C -2.41934 -4.94390 2.56991
F 1.73458 2.21953 -2.55121
F 0.92210 7.35403 -0.02709
H -3.90542 3.18687 0.82070
H -1.01868 4.78583 -4.92476
H 4.47897 7.69596 -2.47543
C 7.47829 2.17009 -3.49448
C 2.95175 0.27822 -7.57082
H 1.76776 -2.33653 1.45134
H -6.68791 2.47687 3.77148
H -7.04006 0.55896 7.73600
C -1.85046 4.09615 -4.91134
F 2.73665 -5.38888 -2.22763
H 0.55149 -3.32621 -4.22121
H -8.34055 -1.97205 2.06772
H -0.85848 -1.20346 0.35046
H -2.33063 -6.07906 2.56265
C -7.65834 -2.53402 2.71133
H 5.20107 1.53518 -5.66988
C -4.92500 -5.02789 1.92881
C 4.30108 -2.47329 -3.79793
H -0.78403 -4.84856 -3.55925
F -4.87437 0.35936 -5.90456
H 0.76743 3.35007 3.37861
H 0.82690 6.05716 7.24130
C 3.89644 6.92551 -2.07386
C -4.56790 -5.28480 -3.08154
F 4.21528 1.64051 7.66178
C 3.73694 4.52614 -2.24591
H 8.32972 2.17841 0.19786
C -9.73528 -4.96179 -1.37706
H -5.58953 -2.41331 4.08945
H 1.22608 -6.70614 2.74297
H 2.87884 2.36166 -5.93561
H 0.40326 -2.43177 -5.77742
C 5.47413 -3.80901 2.64640
C 5.91178 5.45499 -2.02954
F 8.58867 4.33409 -3.47497
H -2.69085 9.66269 -2.59038
C -6.02309 1.06652 2.20495
H -5.31749 3.78358 -4.28853
F 0.32613 2.79754 -1.03261
H 7.41236 -0.57741 7.87153
C -5.20513 -0.85356 -5.37852
H 4.76716 -2.76562 -2.85277
C 4.93515 0.72155 -6.27167
C 5.56966 4.92863 -0.63573
H -0.85494 2.94339 0.98918
H 0.19375 -0.09896 3.00640
H -5.10564 3.84633 -2.09136
H -2.98917 1.27876 -3.57254
F 9.50589 2.72877 -4.62307
C 4.05170 -0.97423 -4.06436
H 4.01569 3.27246 -0.42422
C 0.14040 -1.20022 3.07487
H -6.62242 -3.46926 0.98617
H -2.19853 3.71403 -1.03456
H 7.35949 -3.96610 1.65208
F -7.30726 0.50642 2.16160
H 5.10501 3.28350 4.83458
H 3.14722 1.63633 -4.46021
C 1.47939 -5.43483 -0.21880
H 6.29174 4.12636 -0.34599
C 6.41073 -0.87454 5.86991
C 2.68570 1.44485 -5.41467
C -1.44598 -0.71967 -0.52518
C -0.23708 -3.07648 4.49228
H -3.08760 4.16130 4.67914
C 5.55766 -2.68652 3.71842
C -3.46285 -4.73496 -3.96642
H 6.06377 0.42245 7.59129
C 4.69553 5.81412 -4.14805
H 5.44742 1.06688 2.94936
H -1.41200 1.95346 -5.27612
H 0.96857 -3.78949 2.76176
H 5.69075 -0.00227 -8.19631
C -7.12330 -4.88336 3.19663
C 3.66541 5.41232 -6.44405
H -4.88536 0.92213 5.98031
H -3.57630 8.09526 -2.82271
H -3.89202 -4.17130 -4.73125
H -3.18698 -2.05509 -3.67466
C 0.58714 5.05707 6.96308
H 8.74205 -3.70547 3.71985
C -1.66657 1.55852 2.57087
H -0.48941 2.69141 -4.00725
C 0.06125 -2.49280 -4.74997
H -9.20084 -6.28267 0.18546
F -4.24392 -1.78244 -5.68998
H 0.25293 2.88943 5.41948
H 5.33084 -0.85891 5.58871
H 5.83178 2.70720 2.20048
H -9.78588 -5.07751 -2.46273
C -4.61119 2.99640 -4.34552
H -3.56350 -5.92771 -1.27713
H 4.20194 3.65906 -2.69848
H -4.11310 -2.90219 -2.03139
H 5.69664 5.69839 0.07623
F 3.26403 -0.12323 6.96291
H 4.49902 -0.86930 0.93702
H 3.35697 -2.20741 2.30961
H -1.79308 -1.60720 3.66225
H 6.74284 -0.01713 5.26666
C -5.97727 1.04132 5.79170
H -6.23116 2.09102 5.90072
C 0.41315 0.37404 -1.69548
H -1.72557 -1.72322 -5.54151
C -1.58398 1.81493 4.05509
H 1.53119 4.40943 7.03923
F 2.13002 1.59492 -0.51769
H 1.74287 -1.55756 5.46790
H -7.31537 -5.56662 2.37445
C -1.34027 -4.66132 -2.67078
H 2.57571 -7.67145 3.28852
C -4.22157 -5.04001 -1.62462
C -3.19766 4.15275 -1.01393
H -6.71816 -3.24380 -2.07434
H -1.72503 -2.00695 -2.81343
H 3.31428 -0.40683 -0.28527
H -2.29404 4.16041 -5.88550
F -5.09267 0.06328 2.05595
H -10.64222 -4.48314 -0.98373
C -5.22364 -3.43555 3.97223
H 2.66344 6.38771 -4.66645
H -0.81015 -1.06165 5.01289
H -2.57295 1.66645 4.53968
H -0.63073 -4.15295 -1.96947
H 7.64743 0.56916 0.54965
H -8.21299 -1.26091 -0.99985
*
```

As for the lowest unoccupied orbital energy: -0.69 eV. The energy above the lowest of the compared OMol25 structures with the same formula, charge and spin is 0.00 kJ/mol. For the molar mass, the calculation gives 2170.6 g/mol. The HOMO energy comes out at -7.14 eV. The value obtained for the energy is -212553.2727 eV.